Here is a structure of composition C9H26N2O7Ti in a non-equilibrium geometry from the Open Molecules 2025 dataset. Energies are from ωB97M-V/def2-TZVPD.

```
45
C9H26N2O7Ti, DFT ωB97M-V/def2-TZVPD
O -1.8344 -1.3437 -1.7912
H -2.2034 -1.6567 -2.6391
Ti -0.3518 -0.2577 0.2068
N 0.7350 1.4594 -0.3242
N -1.6976 1.0927 -0.3000
O 2.1900 1.6281 -0.3378
O -3.0319 0.7262 -0.6476
C 0.0069 2.5997 -0.5522
C -1.3709 2.3697 -0.5744
C 0.5687 3.9680 -0.6509
C -2.4044 3.3221 -0.9756
H 1.6212 3.9852 -0.9470
H 0.4473 4.5051 0.3058
H -0.0140 4.5237 -1.3980
H -3.3929 2.8515 -0.9902
H -2.1543 3.6584 -1.9953
H -2.3849 4.1646 -0.2674
H 2.3410 2.3983 0.2701
H -2.8232 -0.1182 -1.1546
O -1.0966 -0.1787 2.2091
H -0.4848 -0.0732 2.9703
H -1.7918 0.5053 2.3316
C -0.3540 -0.9742 -2.0595
H 0.3540 -1.8130 -1.8857
H -0.0727 0.0226 -1.5998
H -0.2730 -0.7372 -3.1284
O 3.4290 -0.5989 -2.0193
H 3.0667 0.0595 -1.3681
H 3.8972 -1.2281 -1.4527
C 2.1244 -0.2958 2.2022
O 1.3007 -1.0738 1.3168
C 1.5642 -2.5077 1.4170
C 0.5924 -3.1941 0.4901
O -0.5994 -2.3744 0.3778
C -1.8504 -2.9364 0.8672
H 3.1771 -0.5142 1.9696
H 1.8946 -0.5806 3.2442
H 1.9199 0.7681 2.0208
H 2.6039 -2.6869 1.1376
H 1.4337 -2.8191 2.4588
H 1.0412 -3.2863 -0.5056
H 0.3388 -4.1918 0.8553
H -1.9988 -3.9334 0.4191
H -1.8273 -2.9903 1.9729
H -2.6354 -2.2438 0.5215
```

Orbital gap (spin up / spin down) in eV: 3.941 / 4.097
HOMO level (spin up / spin down) in eV: -3.94 / -4.13
Expectation value of S²: 2.02
Spin multiplicity: 3

=====

Here is a structure of composition C9H26N4O3Rb in a non-equilibrium geometry from the Open Molecules 2025 dataset. Energies are from ωB97M-V/def2-TZVPD.

```
43
C9H26N4O3Rb, DFT ωB97M-V/def2-TZVPD
Rb -1.8510 -4.9619 3.0075
C -0.3644 -4.6533 -3.5995
O -1.1648 -4.9746 -2.6545
N -0.6580 -3.8609 -4.6039
N 0.9282 -4.9041 -3.5067
H -1.5355 -3.3644 -4.5437
H 0.1583 -3.5609 -5.1175
H 1.3877 -4.8765 -4.4057
H 1.2342 -5.5364 -2.7810
C -4.2172 1.9393 1.1834
C -3.8557 1.3358 -0.1818
C -3.5119 2.4898 -1.1662
O -2.7973 1.9176 -2.2985
C -2.3598 2.8905 -3.2519
N -2.6730 0.4550 -0.0547
H -3.2938 2.3769 1.5630
H -4.5380 1.1170 1.8228
H -5.0217 2.6729 1.2358
H -4.7688 0.8055 -0.4519
H -3.0271 3.3297 -0.6684
H -4.3685 3.0496 -1.5416
H -3.1943 3.4871 -3.6204
H -1.8750 2.5329 -4.1602
H -1.5940 3.5290 -2.8116
H -2.5086 0.0519 -0.9661
H -1.8642 1.0233 0.1526
C 3.8004 0.1364 4.2878
C 2.9757 -0.5230 3.1785
C 3.3707 0.1357 1.8273
O 2.4635 1.1929 1.5737
C 3.0698 2.3477 0.9440
N 3.2273 -1.8849 3.0568
H 3.5776 1.1938 4.1450
H 4.8650 -0.0669 4.1716
H 3.4222 -0.1188 5.2777
H 1.8952 -0.4110 3.2675
H 3.2326 -0.6235 1.0575
H 4.3991 0.4877 1.7454
H 2.3063 3.1027 0.7563
H 3.5159 2.0585 -0.0075
H 3.8256 2.8921 1.5102
H 4.1406 -1.9705 2.6342
H 3.2469 -2.2595 3.9945
```

Orbital gap in eV: 7.170
Total charge: +1
HOMO level in eV: -11.12
Spin multiplicity: 1
Energy above the lowest of the compared OMol25 structures with the same formula, charge and spin in eV: 3.275

=====

Here is a cluster of 4 separate species, C9H26O4 in total in a non-equilibrium geometry from the Open Molecules 2025 dataset. Energies are from ωB97M-V/def2-TZVPD.

```
39
C9H26O4, DFT ωB97M-V/def2-TZVPD
C -0.8493 0.8038 3.9972
C -0.7019 0.4303 2.5049
C -2.0506 0.2983 1.8189
O 0.1137 1.3881 1.8155
H -1.1517 -0.0965 4.5285
H -1.5583 1.6273 4.1059
H 0.0913 1.1842 4.3938
H -0.1495 -0.5109 2.4721
H -1.9316 0.2923 0.7341
H -2.5619 1.2601 1.9745
H -2.6660 -0.4882 2.2444
H -0.4323 2.1614 1.6284
C 0.6994 2.1118 -2.0532
C 2.1835 2.2208 -2.3247
C 2.8277 3.5197 -1.8542
O 2.7922 1.0902 -1.6882
H 0.2994 1.2068 -2.5090
H 0.1724 2.9862 -2.4377
H 0.5185 2.0773 -0.9766
H 2.3560 2.1315 -3.4042
H 2.4487 4.3828 -2.3937
H 3.9065 3.3515 -1.8906
H 2.6266 3.6674 -0.7880
H 3.7400 1.2323 -1.6034
C -1.0756 -2.3206 -1.7058
C -1.2252 -2.9709 -0.3241
C -1.9135 -4.3259 -0.4178
O 0.0426 -3.1167 0.3079
H -0.2700 -2.8807 -2.1885
H -0.7646 -1.2761 -1.6796
H -2.0024 -2.3982 -2.2761
H -1.7455 -2.2626 0.3349
H -1.5261 -4.8776 -1.2750
H -2.9961 -4.2181 -0.4636
H -1.6933 -4.9297 0.4638
H 0.4625 -2.2405 0.3616
O 1.3926 -0.5520 0.2773
H 0.8507 0.0995 0.7737
H 1.7408 -0.0583 -0.4832
```

SMILES: CC(C)O.CC(C)O.CC(C)O.O
Orbital gap in eV: 9.857
HOMO level in eV: -9.25
Spin multiplicity: 1
Energy above the lowest of the compared OMol25 structures with the same formula, charge and spin in eV: 0.000

=====

Here is a cluster of 3 separate species, C9H27BN6O6S in total in a non-equilibrium geometry from the Open Molecules 2025 dataset. Energies are from ωB97M-V/def2-TZVPD.

```
50
C9H27BN6O6S, DFT ωB97M-V/def2-TZVPD
C 3.5943 -0.2373 -0.3135
N 3.1943 0.2263 -1.6614
C 4.3315 0.6714 -2.4864
B 2.1268 1.1552 -1.6170
O 2.0831 2.2196 -2.4945
O 1.1159 0.8952 -0.6547
S 0.5638 2.1552 0.2269
O 1.7546 2.7864 0.7104
O 0.0014 3.1945 -0.9032
C -1.4153 3.4076 -0.8232
C -2.2570 2.1547 -1.0255
C -1.8329 1.3475 -2.2395
C -2.8692 0.3298 -2.7314
C -2.6134 -1.0766 -2.2230
N -2.5839 -1.1628 -0.7547
H 2.9266 -1.0363 -0.0221
H 4.5765 -0.6877 -0.3888
H 3.6346 0.5467 0.4348
H 5.1221 -0.0654 -2.4418
H 4.0125 0.6927 -3.5180
H 4.6913 1.6500 -2.1880
H 1.3229 2.0967 -3.0897
H -1.6690 4.0935 -1.6220
H -1.6990 3.8932 0.1083
H -2.1903 1.5917 -0.0989
H -3.3039 2.4201 -1.1203
H -0.8999 0.8187 -2.0883
H -1.6371 2.0624 -3.0374
H -3.8662 0.6326 -2.4299
H -2.8295 0.2580 -3.8112
H -3.4310 -1.7005 -2.5745
H -1.6804 -1.4682 -2.6187
H -1.7665 -1.6448 -0.4103
H -2.6380 -0.2552 -0.3219
C -4.6353 -2.4127 3.2168
O -5.4926 -2.3465 4.0795
N -4.6528 -1.6263 2.0991
N -3.5811 -3.2820 3.2976
H -3.9563 -1.6652 1.3752
H -5.4118 -0.9777 2.0107
H -3.5360 -3.8725 4.1063
H -2.8641 -3.3515 2.6009
C 3.2810 -1.6269 3.3060
O 2.1130 -1.7983 3.0107
N 3.8195 -0.3811 3.4774
N 4.1530 -2.6676 3.4860
H 4.7783 -0.2179 3.7179
H 3.2077 0.4047 3.3505
H 3.7901 -3.5945 3.3659
H 5.1178 -2.5489 3.7283
```

Orbital gap in eV: 9.851
HOMO level in eV: -9.44
Spin multiplicity: 1
Energy above the lowest of the compared OMol25 structures with the same formula, charge and spin in eV: 0.780

=====

Here is a structure of composition C9H27ClFeO12P3 in a non-equilibrium geometry from the Open Molecules 2025 dataset. Energies are from ωB97M-V/def2-TZVPD.

```
53
C9H27ClFeO12P3, DFT ωB97M-V/def2-TZVPD
Fe -3.9030 0.6841 -1.8988
Cl -2.6069 1.4659 -0.0796
C -3.0898 -1.2317 2.0430
O -4.1898 -1.7952 1.3676
P -4.1108 -2.2673 -0.1663
O -4.0992 -1.0986 -1.1175
O -5.4037 -3.1951 -0.3664
C -5.5097 -4.4119 0.3987
O -2.9077 -3.3232 -0.2330
C -1.6278 -2.9469 -0.6531
H -2.9390 -1.8866 2.9012
H -3.2244 -0.1739 2.2689
H -2.1612 -1.2861 1.4749
H -4.8331 -4.3566 1.2515
H -5.2391 -5.2610 -0.2288
H -6.5328 -4.6506 0.6892
H -0.9683 -2.9231 0.2144
H -1.6312 -2.0170 -1.2217
H -1.2808 -3.7234 -1.3347
C 2.5203 -2.5513 2.5039
O 2.2100 -1.2506 2.9580
P 0.6728 -0.7073 2.9492
O -0.1400 -1.4065 4.0185
O 0.7023 0.8927 3.2011
C -0.5386 1.5734 3.2691
O 0.1993 -0.8085 1.3963
C 0.8597 -0.0411 0.4044
H 2.9887 -2.5357 1.5198
H 1.5770 -3.0694 2.3307
H 3.0697 -3.0855 3.2790
H -0.6710 2.1809 2.3738
H -0.5186 2.2466 4.1262
H -1.3623 0.8598 3.2890
H 1.5813 -0.5593 -0.2272
H 1.3272 0.9093 0.6620
H 0.0988 0.3240 -0.2854
C 5.5549 2.9776 -2.4692
O 4.4274 2.5877 -1.7847
P 2.9676 3.2238 -2.1039
O 2.9506 4.6293 -2.5303
O 2.4218 2.2293 -3.2720
C 2.8663 2.3939 -4.6061
O 2.0040 2.7975 -0.8507
C 0.7117 3.4054 -0.6980
H 6.3394 2.2402 -2.2992
H 6.0190 3.9051 -2.1337
H 5.3101 3.0643 -3.5278
H 2.0807 2.3343 -5.3594
H 3.6777 1.6956 -4.8113
H 3.2549 3.3994 -4.7675
H 0.5139 4.2217 -1.3926
H 0.5708 3.7455 0.3280
H 0.0113 2.5763 -0.7995
```

Orbital gap (spin up / spin down) in eV: 8.723 / 4.181
Total charge: +1
HOMO level (spin up / spin down) in eV: -12.35 / -12.56
Expectation value of S²: 12.01
Spin multiplicity: 7

=====

Number 1: calculated total energy -50175.3383 eV. Number 2: calculated total energy -22506.1134 eV. Number 3: calculated total energy -17944.6774 eV. Number 4: calculated total energy -42512.2691 eV. Number 5: calculated total energy -109113.0897 eV.